(1)
Molecular formula: C25H26N2O6
Method: DFT, the ωB97M-V functional and the def2-TZVPD basis

Structure (XYZ):
```
59
Properties=species:S:1:pos:R:3:forces:R:3
C 6.4785 2.3238 0.3355 -0.4 -0.2 -0.1
C 5.4807 1.7564 -0.6570 0.4 0.1 -0.3
H 5.8691 0.8533 -1.1417 -0.1 0.2 0.0
H 5.2422 2.4824 -1.4427 0.0 -0.2 0.1
O 4.2852 1.4258 0.0471 0.0 0.0 0.2
C 3.2856 0.9259 -0.7067 0.2 0.1 -0.1
O 3.3976 0.7812 -1.9043 0.0 0.0 0.1
C 2.0718 0.5870 0.0372 -0.5 0.0 0.1
C 1.9113 0.6665 1.3757 0.3 0.2 -0.5
N 0.6842 0.3544 1.9244 -0.1 0.0 0.4
C -0.4522 0.2267 1.1822 -0.3 0.1 -0.5
C -0.3781 0.1702 -0.1689 0.8 0.1 0.2
C -1.5422 0.1533 -1.0182 -0.6 -0.1 0.2
O -1.4995 0.1053 -2.2315 0.1 0.0 0.0
C -2.9018 0.2378 -0.2969 -0.1 0.1 -0.3
C -3.2546 1.7117 -0.2639 0.0 -0.2 0.1
O -2.8851 2.5052 0.5665 0.0 0.1 0.0
O -4.0013 2.0246 -1.3170 -0.2 -0.2 -0.2
C -4.3465 3.3995 -1.4969 -0.1 0.6 0.1
C -5.5672 3.7785 -0.6708 0.3 -0.2 -0.1
H -5.8438 4.8075 -0.8812 -0.1 0.1 0.0
H -5.3428 3.6838 0.3889 0.0 0.0 0.1
H -6.4034 3.1282 -0.9157 -0.1 0.0 0.0
H -3.4894 4.0194 -1.2147 -0.1 -0.1 -0.1
H -4.5450 3.5016 -2.5653 0.1 0.0 0.1
H -3.6370 -0.2600 -0.9347 0.2 0.0 0.1
C -2.8479 -0.4272 1.0874 -0.2 0.0 -0.1
C -2.6376 -1.8999 0.9020 0.7 0.1 0.4
C -1.5514 -2.7084 1.0634 -0.5 0.4 0.0
C -1.9649 -4.0084 0.6792 -0.5 -0.1 -0.2
C -3.2681 -3.8938 0.3148 0.6 -0.7 0.0
O -3.6850 -2.6229 0.4473 -0.4 0.4 -0.1
H -3.9830 -4.6090 -0.0400 -0.2 0.0 -0.1
H -1.3658 -4.8953 0.6754 0.1 -0.2 0.0
H -0.5731 -2.4291 1.3949 0.2 0.2 0.1
C -1.7409 0.1918 1.9385 -0.1 0.0 0.1
H -1.6161 -0.3824 2.8602 0.0 0.0 0.0
H -2.0251 1.2138 2.2019 0.1 -0.1 0.0
H -3.8166 -0.2792 1.5795 0.1 0.0 0.0
C 0.9751 0.0047 -0.8257 0.0 0.0 0.1
C 1.1930 -1.4835 -1.0084 0.0 0.0 -0.4
N 1.6501 -2.1475 0.0461 0.1 0.3 0.2
C 1.8092 -3.4561 -0.0541 0.0 -0.4 0.0
C 1.5124 -4.1776 -1.1975 0.0 0.0 0.0
C 1.0235 -3.4847 -2.2952 0.0 0.0 0.1
C 0.8624 -2.1142 -2.2032 0.0 -0.1 0.0
H 0.4796 -1.5353 -3.0279 0.0 0.1 -0.1
H 0.7746 -4.0067 -3.2081 0.0 0.0 -0.1
H 1.6571 -5.2467 -1.2287 0.0 -0.1 0.0
H 2.1897 -3.9454 0.8347 0.0 -0.1 0.0
H 0.9752 0.4806 -1.8099 0.0 0.0 0.2
H 0.5925 0.3940 2.9291 0.0 0.0 -0.2
C 2.9459 1.0983 2.3619 0.1 0.0 0.1
H 3.2339 2.1318 2.1821 0.0 0.0 0.1
H 2.5737 1.0072 3.3806 0.0 0.0 0.1
H 3.8415 0.4920 2.2557 0.0 0.0 0.1
H 7.3989 2.5825 -0.1797 0.1 0.0 0.0
H 6.6978 1.5913 1.1077 0.1 0.0 0.1
H 6.0732 3.2152 0.8068 0.0 0.1 0.1
```
Forces are in eV/Å.

Calculated values
2S+1: 1
Orbital gap: 8.35 eV
Energy relative to the best compared isomer or geometry (same formula, charge and spin): 1.459 eV
Structure (SMILES): CCOC(=O)C1=C(C)NC2=C(C(=O)[C@H](C(=O)OCC)[C@@H](c3ccco3)C2)[C@@H]1c1ccccn1


(2)
Molecular formula: C33H30BrN8O2Ti
Method: DFT, the ωB97M-V functional and the def2-TZVPD basis

Structure (XYZ):
```
75
Properties=species:S:1:pos:R:3:forces:R:3
Ti 0.1877 -0.0730 0.5412 -0.9 -0.3 -1.0
Br 5.6484 -3.6677 -3.1164 0.0 0.0 0.0
C 4.5766 -2.7762 -1.8599 0.0 0.0 0.0
C 4.6541 -3.1289 -0.5181 0.0 0.0 0.0
C 3.8580 -2.4846 0.4128 0.0 0.0 -0.1
C 2.9741 -1.4953 -0.0049 -0.1 0.0 0.0
C 2.9192 -1.1289 -1.3450 0.1 -0.1 0.0
C 3.7227 -1.7641 -2.2756 0.0 0.0 0.0
N 2.0916 -0.7947 0.8657 0.6 -0.2 0.1
C 2.1116 -0.9103 2.1472 0.1 -0.1 0.4
C 1.3895 0.0712 2.9653 0.1 -0.1 0.2
C 1.5416 0.1421 4.3391 0.1 0.0 0.0
C 1.0025 1.2381 4.9992 0.0 0.0 0.0
C 0.3277 2.2055 4.2735 0.0 0.0 0.0
C 0.1513 2.0258 2.9098 0.0 0.0 0.0
N 0.6646 0.9746 2.2751 0.0 0.1 0.4
H 5.3426 -3.9002 -0.2019 0.0 0.0 0.0
H 3.9503 -2.7736 1.4512 0.0 0.0 0.0
H 2.2510 -0.3325 -1.6532 0.0 0.0 0.0
H 3.6996 -1.4683 -3.3156 0.0 0.0 0.0
H 2.7075 -1.6604 2.6617 0.1 0.1 0.0
H 2.0959 -0.6182 4.8728 0.0 0.0 0.0
H 1.1215 1.3384 6.0696 0.0 0.0 0.0
H -0.0860 3.0805 4.7537 0.0 0.0 0.0
H -0.4337 2.7061 2.3096 0.0 0.0 0.0
N -0.1814 -3.3379 -2.4532 -0.1 0.0 0.1
C 0.4019 -4.0642 -1.4461 0.1 0.0 -0.1
C 0.4436 -3.2308 -0.3756 -0.1 0.0 0.0
N -0.1171 -2.0136 -0.7059 0.1 0.1 0.2
C -0.4991 -2.1193 -1.9635 -0.1 0.1 -0.1
C -1.2599 -1.1171 -2.7122 0.0 -0.1 -0.1
N -2.4321 -0.6434 -2.3488 -0.2 -0.1 0.1
C -2.8286 0.2075 -3.3535 0.0 0.0 0.1
C -1.8754 0.2507 -4.3215 0.1 -0.1 -0.1
N -0.8912 -0.6152 -3.9123 0.0 0.1 0.1
H -0.4371 -3.6840 -3.3649 0.0 0.0 0.0
H 0.7347 -5.0771 -1.5901 0.0 0.0 0.0
H 0.8425 -3.4289 0.6042 0.0 0.0 0.0
H -3.7624 0.7401 -3.3204 0.0 0.0 0.0
H -1.8102 0.7937 -5.2474 0.0 0.0 0.0
H -0.0191 -0.7876 -4.3853 0.0 0.0 0.0
N 0.1178 1.2461 -0.6980 0.0 0.2 -0.1
C 0.1206 2.4315 -1.1768 -0.1 0.0 0.1
C 1.2615 3.3468 -0.9672 0.0 0.0 -0.1
C 2.5291 2.8406 -0.6714 0.1 0.0 0.0
C 3.5826 3.7007 -0.4257 0.0 0.0 0.0
C 3.3758 5.0767 -0.4511 0.0 0.0 0.0
C 2.1193 5.5898 -0.7350 0.0 0.0 0.0
C 1.0652 4.7292 -1.0035 0.0 0.0 0.0
C -1.0803 2.9361 -1.8958 0.1 0.0 0.0
C -2.3291 2.8484 -1.2857 0.0 0.0 0.0
C -3.4469 3.3531 -1.9323 0.0 0.0 0.0
C -3.3280 3.9040 -3.2021 0.0 0.0 0.0
C -2.0850 3.9760 -3.8181 0.0 0.0 0.0
C -0.9561 3.5142 -3.1564 -0.1 0.0 0.0
H 2.6875 1.7704 -0.6523 0.0 0.0 0.0
H 4.5689 3.3059 -0.2200 0.0 0.0 0.0
H 4.2011 5.7479 -0.2525 0.0 0.0 0.0
H 1.9589 6.6592 -0.7532 0.0 0.0 0.0
H 0.0857 5.1306 -1.2258 0.0 0.0 0.0
H -2.4051 2.4286 -0.2883 0.0 0.0 0.0
H -4.4136 3.3311 -1.4448 0.0 0.0 0.0
H -4.2026 4.2970 -3.7042 0.0 0.0 0.0
H -1.9904 4.4192 -4.8007 0.0 0.0 0.0
H 0.0225 3.6081 -3.6124 0.0 0.0 0.0
N -3.7340 -1.4529 0.0389 0.0 0.0 -0.3
C -3.9478 -0.2576 0.9051 0.0 0.0 0.0
C -2.6049 0.2575 1.4312 0.0 0.0 0.0
O -2.5531 1.3636 1.9174 0.0 0.0 0.0
O -1.6311 -0.5868 1.2729 0.0 -0.1 0.0
H -3.2922 -1.1649 -0.8955 0.0 0.0 0.2
H -4.6021 -1.9540 -0.1432 0.0 0.0 0.0
H -3.0648 -2.0739 0.4978 0.0 0.0 0.0
H -4.5950 -0.5261 1.7381 0.0 0.0 0.0
H -4.4388 0.5151 0.3180 0.0 0.0 0.0
```
Forces are in eV/Å.

Calculated values
2S+1: 2
Orbital gap (alpha / beta): 6.57 / 7.14 eV
Energy relative to the best compared isomer or geometry (same formula, charge and spin): 1.168 eV
Net charge: +2


(3)
Molecular formula: C5H5NO
Method: DFT, the ωB97M-V functional and the def2-TZVPD basis

Structure (XYZ):
```
12
Properties=species:S:1:pos:R:3:forces:R:3
O -0.5391 -1.6605 0.2503 0.0 -0.2 -0.3
C -0.2628 -0.3515 0.8503 0.0 0.2 0.2
C -0.9751 0.7940 0.1845 0.0 0.1 -0.1
C 1.0630 0.2875 0.3501 0.2 0.0 0.0
C 0.1526 1.2946 -0.3259 -0.1 0.1 0.0
C -0.4298 -1.6824 -1.0384 0.1 0.0 -0.8
N -0.3196 -1.6897 -2.1950 -0.1 -0.1 1.1
H -0.3903 -0.5373 1.9180 0.0 0.0 -0.2
H -2.0239 1.0672 0.1329 0.2 -0.1 0.0
H 1.6715 -0.3581 -0.2914 -0.1 0.1 0.1
H 1.6878 0.7048 1.1467 -0.1 -0.1 -0.1
H 0.3656 2.1313 -0.9822 0.0 0.0 0.2
```
Forces are in eV/Å.

Calculated values
2S+1: 1
Orbital gap: 11.33 eV
Energy relative to the best compared isomer or geometry (same formula, charge and spin): 2.611 eV
Structure (SMILES): N#CO[C@@H]1C=CC1


| no. | DFT total energy (eV) |
| --- | --- |
| 1 | -41612.9000 |
| 2 | -143872.6436 |
| 3 | -8800.8085 |